Entry from the OMol25 dataset: a cluster of 2 separate species, C2H2FNO2 in total in a non-equilibrium geometry (ωB97M-V/def2-TZVPD).

Cartesian coordinates (Å):
C: -0.692 -1.037 -0.073
C: -0.582 0.327 -0.374
N: -0.857 -2.079 0.363
O: -0.490 1.243 0.574
O: 1.521 -0.176 -0.739
F: 1.987 0.346 0.410
H: -0.839 0.673 -1.451
H: -0.048 0.703 1.290

Calculated values
* E_LUMO (spin up / spin down): -1.494 / -1.503 eV
* Kohn-Sham gap (spin up / spin down): 8.613 / 8.564 eV
* ΔE to the lowest compared entry with this formula, charge and spin: 681.9 kJ/mol
* E_tot: -382.2707 hartree

These are the Löwdin partial charges, in e, on atoms 1 to 4:
1. C -0.21
2. C -0.14
3. N 0.22
4. O 0.10

---

Entry from the OMol25 dataset: the molecule C7H12O3 in a non-equilibrium geometry (ωB97M-V/def2-TZVPD).

Cartesian coordinates (Å):
C: -0.058 -0.337 -2.617
C: -0.687 -0.075 -1.273
C: -0.294 -1.519 0.922
O: -1.889 -0.286 -1.111
O: 0.694 -2.243 0.801
H: -1.327 -1.904 0.875
H: -0.575 -1.181 -3.086
H: 0.992 -0.615 -2.526
H: -0.170 0.546 -3.249
C: -1.401 0.512 1.925
C: 1.621 0.785 -0.450
C: -0.150 -0.012 1.224
C: 0.131 0.679 -0.129
O: 0.942 0.137 2.136
H: 1.581 -0.574 1.922
H: -0.281 1.695 -0.130
H: -2.302 0.405 1.315
H: -1.283 1.570 2.183
H: -1.568 -0.030 2.863
H: 2.085 -0.204 -0.526
H: 1.787 1.310 -1.396
H: 2.154 1.341 0.328

Calculated values
* E_LUMO: 0.620 eV
* Kohn-Sham gap: 10.411 eV
* ΔE to the lowest compared entry with this formula, charge and spin: 56.4 kJ/mol
* E_tot: -499.6250 hartree
* SMILES string: CC(=O)[C@H](C)[C@](C)(O)C=O

These are the Löwdin partial charges, in e, on atoms 1 to 4:
1. C -0.01
2. C -0.36
3. C -0.15
4. O 0.06

---

Which of these has the highest E_tot? C2H2FNO2

---

Look up the ΔE to the lowest compared entry with this formula, charge and spin of the first one. 681.9 kJ/mol

---

What is the ΔE to the lowest compared entry with this formula, charge and spin in the second record? 56.4 kJ/mol

---

The lowest ΔE to the lowest compared entry with this formula, charge and spin belongs to which entry? C7H12O3